This record from the Open Molecules 2025 dataset describes C28H33BrCsF4N3O3P3Te as an isolated structure at a distorted geometry. The level of theory is ωB97M-V/def2-TZVPD.

Output
- charge = +1
- calculated total energy (eV) = -156801.082
- HOMO (eV) = -9.92

```
77
Properties=species:S:1:pos:R:3:lowdin_charge:R:1
Cs -1.28287 -1.87541 0.31139 1.002
F 2.93299 -1.24053 7.23267 0.158
C 2.68675 -1.26230 5.93313 -0.125
C 3.72517 -1.16499 5.02578 -0.127
F 4.97364 -1.04853 5.45377 0.152
C 3.43955 -1.18608 3.66822 -0.214
F 4.47495 -1.07165 2.83611 0.118
C 2.14904 -1.29275 3.17542 -0.319
P 1.80392 -1.37596 1.38199 0.968
C 2.75562 -2.83907 0.85754 -0.371
C 2.10768 -4.06279 1.03568 -0.112
C 2.72984 -5.25272 0.69133 -0.071
C 4.00267 -5.22632 0.14029 -0.066
C 4.64996 -4.01321 -0.05353 -0.059
C 4.03434 -2.82574 0.30869 -0.085
C 2.70335 0.06235 0.70251 -0.391
C 2.99100 0.07342 -0.66036 -0.109
C 3.55608 1.18979 -1.25788 -0.070
C 3.82676 2.32280 -0.50378 -0.086
C 3.52516 2.33090 0.85186 -0.086
C 2.96708 1.20957 1.44687 -0.124
C 1.11982 -1.39048 4.11718 -0.564
Br -0.70552 -1.57586 3.63625 0.738
C 1.37877 -1.37526 5.47393 -0.264
F 0.40883 -1.46400 6.37682 0.094
H 1.11186 -4.09286 1.46945 0.089
H 2.22231 -6.19504 0.84694 0.110
H 4.49141 -6.14914 -0.13938 0.110
H 5.64255 -3.99163 -0.48112 0.111
H 4.55519 -1.88821 0.16723 0.104
H 2.78259 -0.79636 -1.27420 0.114
H 3.78328 1.17263 -2.31414 0.113
H 4.27421 3.19135 -0.96675 0.110
H 3.73869 3.20272 1.45432 0.110
H 2.73647 1.23609 2.50613 0.107
C -3.54553 -0.51633 -5.77781 -0.061
C -3.86879 0.29073 -4.54661 -0.277
O -2.80658 0.10966 -3.58129 -0.277
P -2.94276 -0.48022 -2.12981 -0.009
O -1.65992 -0.17903 -1.40204 -0.763
Te -4.91541 0.26479 -1.04136 0.504
O -2.96056 -2.07870 -2.25559 -0.384
C -4.11471 -2.82991 -2.70512 -0.297
C -4.28934 -4.01400 -1.79576 -0.066
H -4.30295 -0.35670 -6.54603 0.086
H -3.52285 -1.58071 -5.54614 0.068
H -2.57788 -0.23332 -6.18646 0.084
H -4.82036 0.00821 -4.08696 0.069
H -3.90393 1.36229 -4.74492 0.120
H -3.90712 -3.12035 -3.73635 0.116
H -4.99240 -2.17868 -2.68160 0.061
H -3.40056 -4.64630 -1.78495 0.082
H -5.12873 -4.62298 -2.13042 0.088
H -4.50825 -3.69058 -0.77630 0.079
C -2.42048 4.42376 0.72394 -0.116
N -2.66314 3.09266 0.02538 -0.077
C -1.92969 3.11374 -1.32601 -0.106
N -0.55075 3.41222 -1.15839 -0.128
C -0.38509 4.66904 -0.44514 -0.160
N -1.02517 4.66833 0.86971 -0.142
C -0.35992 3.73017 1.79055 -0.305
P -0.39963 1.96652 1.21067 1.042
C -2.21035 1.96530 0.90297 -0.328
C 0.16967 2.30507 -0.51532 -0.299
H -2.93132 4.36929 1.68613 0.143
H -2.88038 5.18883 0.09569 0.144
H -3.66371 2.93564 -0.17711 0.109
H -2.43257 3.89484 -1.89945 0.148
H -2.09190 2.13637 -1.77347 0.097
H -0.82472 5.47288 -1.04077 0.138
H 0.67834 4.87287 -0.31994 0.137
H -0.83245 3.79936 2.77433 0.095
H 0.67375 4.05787 1.91294 0.090
H -2.74936 2.06951 1.85027 0.107
H -2.57341 1.05931 0.41576 -0.027
H 0.04093 1.40744 -1.11951 0.077
H 1.23680 2.54637 -0.47811 0.070
```

---

This record from the Open Molecules 2025 dataset describes C28H33F5N6O2S6V as an isolated structure. The level of theory is ωB97M-V/def2-TZVPD.

Output
- charge = +2
- calculated total energy (eV) = -146880.506
- spin multiplicity = 2
- HOMO (alpha / beta) (eV) = -12.50 / -12.51

```
81
Properties=species:S:1:pos:R:3:mulliken_spin:R:1
V 0.00793 -0.57246 -0.85496 1.391
C -1.47044 0.72763 -4.00602 0.002
C -1.99460 1.56996 -2.85715 0.005
S -0.78317 1.79939 -1.52763 -0.048
C 0.58689 2.59281 -2.42246 0.000
C 1.60474 1.63316 -3.01270 -0.003
S 2.11659 0.50515 -1.70099 -0.017
C 3.00584 -0.77923 -2.62843 -0.001
C 2.75992 -2.16191 -2.04726 0.004
S 1.02662 -2.65359 -1.86564 -0.041
C 0.51820 -2.94609 -3.59134 -0.002
C 0.13390 -1.69492 -4.36508 0.003
S -0.90354 -0.78590 -3.22477 -0.029
H -0.68417 1.22932 -4.56755 0.000
H -2.28335 0.46763 -4.68417 -0.002
H -2.85728 1.09179 -2.38898 0.000
H -2.28610 2.56626 -3.18993 -0.001
H 1.05133 3.24129 -1.67724 -0.001
H 0.14466 3.22412 -3.19464 -0.001
H 2.48215 2.18999 -3.34361 -0.001
H 1.21997 1.05501 -3.85033 0.001
H 4.06955 -0.54708 -2.57471 -0.002
H 2.70556 -0.71870 -3.67262 0.002
H 3.17815 -2.24648 -1.04502 0.000
H 3.24334 -2.92170 -2.66311 -0.001
H -0.33867 -3.61229 -3.50053 -0.001
H 1.33347 -3.48770 -4.07078 -0.001
H -0.46956 -1.96230 -5.23327 -0.002
H 0.99072 -1.11346 -4.70124 0.001
N -6.06621 -4.53994 3.20724 -0.002
C -5.32815 -3.96545 2.23435 -0.001
C -5.76712 -2.77611 1.61544 0.000
C -5.02153 -2.19391 0.62665 -0.001
C -3.81507 -2.78154 0.22468 -0.003
C -3.36835 -3.96440 0.82466 0.001
C -4.11334 -4.54482 1.81959 0.000
S -2.93580 -2.08707 -1.05520 0.015
O -2.08298 -3.07133 -1.66232 0.001
O -3.77744 -1.24608 -1.85453 -0.001
N -1.78324 -0.97190 -0.39343 -0.124
C -1.79279 -0.35391 0.87053 0.019
N -2.71586 -0.44697 1.79068 -0.009
C -2.43117 0.18251 2.93853 0.003
C -1.24391 0.86524 3.15682 -0.008
C -0.33195 0.90818 2.11854 -0.006
N -0.63708 0.32564 0.96065 -0.024
H -6.96398 -4.17060 3.46273 0.000
H -5.79688 -5.41780 3.61288 0.000
H -6.70818 -2.33465 1.91676 0.000
H -5.37093 -1.29096 0.14621 0.000
H -2.45027 -4.42723 0.49364 0.000
H -3.77982 -5.46777 2.27568 0.000
H -3.18921 0.12522 3.70998 0.000
H -1.03811 1.35694 4.09499 0.000
H 0.61671 1.42745 2.17605 -0.003
F 2.74829 0.27632 1.04069 -0.002
C 2.26886 -0.94254 1.33872 -0.027
C 1.19946 -1.48947 0.63655 -0.112
C 0.74276 -2.70230 1.15077 0.037
F -0.33809 -3.29798 0.62226 0.002
C 1.32018 -3.36016 2.22496 -0.006
F 0.82695 -4.51402 2.64756 -0.001
C 2.41160 -2.79298 2.85744 0.003
F 2.98391 -3.39270 3.88095 0.000
C 2.88120 -1.56916 2.41047 -0.011
F 3.90453 -0.99209 3.02617 0.000
C 4.23451 3.56623 1.95671 0.000
N 3.44261 4.77336 1.88476 0.000
C 4.02520 6.09133 2.13425 0.000
C 2.81679 7.02749 1.98247 0.000
N 1.87126 6.16372 1.28160 0.000
C 2.22448 4.86843 1.34393 0.000
S 1.24890 3.58765 0.82169 0.005
H 4.89675 3.63005 2.81841 0.000
H 4.83961 3.43522 1.05588 0.000
H 3.57500 2.71009 2.06816 0.000
H 4.80743 6.30255 1.40054 0.000
H 4.46550 6.12929 3.12937 0.000
H 3.05148 7.91226 1.39568 0.000
H 2.41858 7.33939 2.94919 0.000
H 0.91627 6.41158 1.09117 0.000
```

---

This record from the Open Molecules 2025 dataset describes C28H33F6N5O4PRhS6 as an isolated structure. The level of theory is ωB97M-V/def2-TZVPD.

Output
- calculated total energy (eV) = -138825.547
- spin multiplicity = 5
- HOMO (alpha / beta) (eV) = -7.57 / -7.82

```
84
Properties=species:S:1:pos:R:3:mulliken_spin:R:1
Rh 0.39623 -0.48938 0.27588 2.077
S 2.61057 0.02957 1.70177 0.576
C 2.13715 0.58528 3.23555 0.111
C 3.08682 0.77342 4.26615 -0.042
C 2.68105 1.18599 5.50467 0.064
C 1.31265 1.39633 5.78961 0.053
C 0.36941 1.21617 4.81765 -0.029
C 0.76555 0.83654 3.51345 0.142
S -0.40362 0.72540 2.28942 0.549
H 4.12896 0.57663 4.05163 0.001
H 3.41540 1.33754 6.28636 0.005
H 1.01291 1.69388 6.78583 0.004
H -0.68892 1.33550 5.00888 0.004
N 4.02850 0.41786 -1.03308 -0.004
C 3.40588 -0.70797 -1.46088 0.006
N 2.16946 -1.06712 -1.22637 0.035
C 1.88002 -2.27448 -1.85660 -0.031
C 2.87656 -2.77807 -2.61706 0.010
S 4.27361 -1.78587 -2.52094 0.010
C 0.59707 -2.94813 -1.66199 0.013
C 0.33161 -4.20380 -2.08516 0.006
S -1.28855 -4.63572 -1.71175 0.007
C -1.50777 -3.08502 -0.96321 0.025
N -0.45213 -2.31373 -1.01198 -0.021
N -2.72995 -2.71517 -0.50436 0.002
H 3.66161 0.85598 -0.19924 0.018
H 5.02672 0.44497 -1.14243 -0.001
H 2.87879 -3.67841 -3.20754 0.000
H 0.98654 -4.89788 -2.58294 0.000
H -3.35384 -3.47636 -0.28776 -0.001
H -2.69489 -2.02777 0.23761 0.005
C -2.97714 0.76915 -0.43443 0.025
C -2.25050 2.07973 -0.77952 0.017
C -2.94488 2.71744 -1.98475 0.004
C -2.36658 3.04510 0.40652 0.010
P -0.44069 1.57640 -1.14251 0.137
C -0.63224 1.12200 -2.91849 0.018
C -0.50804 1.99352 -4.00159 -0.003
C -0.75392 1.56083 -5.29612 0.000
C -1.13675 0.24993 -5.54152 0.002
C -1.27067 -0.62736 -4.47727 -0.001
C -1.01518 -0.19251 -3.18430 0.017
C 0.63186 3.13524 -1.16259 0.006
C 1.83532 2.81459 -2.06674 0.006
C -0.00713 4.44660 -1.62892 0.005
C 1.11804 3.34241 0.27947 0.021
H -3.99287 0.98751 -0.09352 0.000
H -2.47153 0.23250 0.37238 0.034
H -3.04598 0.11460 -1.30516 0.001
H -3.96694 2.97666 -1.69379 0.000
H -2.99842 2.03295 -2.83067 0.000
H -2.44634 3.63113 -2.30953 0.000
H -3.41930 3.12673 0.69167 0.001
H -2.01400 4.04371 0.15424 0.001
H -1.82259 2.69281 1.27562 -0.003
H -0.22732 3.02484 -3.85303 0.000
H -0.65080 2.25746 -6.11942 0.000
H -1.33583 -0.07867 -6.55375 0.000
H -1.56916 -1.65472 -4.64957 0.000
H -1.11588 -0.87779 -2.36062 0.004
H 1.65310 3.10995 -3.09914 -0.001
H 2.06699 1.75163 -2.06365 -0.001
H 2.71676 3.35643 -1.71624 -0.001
H -0.40724 4.40236 -2.63956 0.000
H 0.77056 5.21645 -1.61932 0.000
H -0.79986 4.77999 -0.96265 -0.001
H 1.61294 2.44867 0.66007 -0.005
H 0.29080 3.57221 0.95350 -0.005
H 1.82776 4.17449 0.31194 0.001
F 2.27674 -5.26912 1.91731 0.000
C 1.75035 -4.51899 2.88517 0.000
F 1.21470 -5.31544 3.80228 0.001
F 2.71877 -3.79206 3.44527 0.000
S 0.48585 -3.40588 2.13113 0.051
O 1.31130 -2.64450 1.20502 0.042
O -0.52257 -4.25863 1.56579 0.001
N 0.00236 -2.59708 3.40309 -0.002
S -1.53630 -2.21945 3.41204 -0.014
O -2.00031 -1.80206 2.10503 0.031
O -1.87821 -1.40099 4.52842 0.003
C -2.47824 -3.82585 3.74817 0.004
F -3.19929 -4.19631 2.68745 0.000
F -1.66785 -4.82025 4.09882 0.000
F -3.32708 -3.61456 4.75675 0.000
```

---

> The highest calculated total energy belongs to which entry?

C28H33F6N5O4PRhS6

---

> calculated total energy of number 3 (C28H33F6N5O4PRhS6)?

-138825.547 eV

---

> Which value of calculated total energy does entry 2 give?

-146880.506 eV

---

> Look up the calculated total energy of the third one.

-138825.547 eV